The following is a quantum chemistry calculation of a structure of composition C28H27LaN4O8 in a non-equilibrium geometry, from the OMol25 dataset.

The HOMO energy comes out at -8.368 eV. The gap between HOMO and LUMO is 6.05 eV. For the total energy, the calculation gives -1935.51463 Ha.

Last column: Mulliken charge in e.
Cartesian coordinates (Å):
C -0.38403 0.82192 2.69977  -0.844
H 2.20090 -0.43663 -2.60083  0.404
H 3.70561 0.82012 -1.00471  -0.017
H -3.74531 -6.09530 0.29380  0.605
O -3.46632 -4.91793 -1.91589  -0.593
C 1.51835 3.04566 3.21067  -2.013
H 3.99969 0.72206 -3.72351  0.448
C 0.43877 0.87933 -2.16791  0.397
C -2.10539 0.82227 1.16440  -1.157
C -1.61000 0.19436 2.34841  -0.713
H 3.42121 4.31977 -1.45368  0.419
C -1.24366 -3.69517 2.13209  -0.428
H 2.28357 5.37616 -3.39015  0.405
N -2.46747 -4.39882 -1.37185  0.934
H 0.68016 3.47178 3.78004  0.422
O 3.89830 3.68693 1.76163  -0.682
H 0.53434 4.00511 0.01560  0.262
C -0.94867 0.57396 -2.07047  -1.530
La 0.03759 -0.53330 0.27610  1.569
H 1.89311 2.00100 -0.11122  -0.532
O -0.20270 -2.78109 4.00669  -0.536
H 0.87147 1.87724 -2.24550  0.493
H -0.13908 4.57666 1.56910  0.451
C 2.93846 2.31323 -4.74726  -0.642
C 4.30454 1.71182 -1.25314  -0.951
C 0.18777 -1.40072 -2.40301  -0.979
C 0.73874 4.12855 1.08696  -1.979
N -3.64952 -6.46026 2.93283  0.982
C -1.18555 1.85023 0.79371  -0.557
C 3.26568 3.75133 -2.37257  -0.206
C 1.14046 -0.34574 -2.37651  -0.404
H 2.80643 1.73657 -5.66364  0.392
H 5.35901 3.00783 0.03759  0.295
O -3.51649 -6.52238 4.17145  -0.601
C 1.08293 2.79194 1.75773  3.089
N 4.45529 2.56194 -0.07918  -0.060
H -1.80886 -4.75684 3.93115  0.591
O -1.42973 -2.31393 0.19883  -0.081
H -3.04298 0.57637 0.65801  0.419
H -2.04842 -1.36519 -2.27328  0.488
C -0.10854 1.84770 1.73916  -0.362
C -3.05881 -5.42344 0.80336  -0.224
H -2.13840 -0.55498 2.94308  0.589
C 3.58636 1.73150 -3.65811  -0.230
C -2.36878 -4.46237 0.08369  -0.648
C -1.61885 -3.45881 0.75776  1.118
C 2.45949 3.62482 -4.65428  -0.503
C -1.10128 -0.83483 -2.21768  -0.306
O -1.53860 -3.87260 -2.01011  -0.482
C 2.22508 2.11377 0.93718  -0.254
C -2.86649 -5.49965 2.19009  -0.420
C 3.70355 2.42554 -2.44948  0.709
C 2.63448 4.34764 -3.47244  -0.634
O 0.51030 -2.13498 2.02041  -0.630
O -4.43853 -7.19031 2.29337  -0.596
H 2.44147 1.10121 1.33782  0.611
H -1.75557 1.29828 -1.97700  0.498
H 5.30543 1.34246 -1.52351  0.531
C -1.95418 -4.66184 2.85683  -0.457
H -1.28254 2.55037 -0.04267  0.536
N -0.30359 -2.82122 2.78173  0.981
C 3.56701 2.85169 0.92412  0.088
H 1.84807 2.11962 3.69843  0.335
H 1.95666 4.08127 -5.50644  0.381
H 0.40288 -2.44622 -2.61179  0.528
H 0.23403 0.59802 3.57387  0.298
H 2.35546 3.75141 3.21251  0.513
H 1.58820 4.81256 1.19980  0.472